Version w
Entry from the OMol25 dataset: a cluster of 12 separate species, C36H84N12O12 in total (ωB97M-V/def2-TZVPD).

The geometry in XYZ format:
```
144
Properties=species:S:1:pos:R:3
H -2.2922 -5.1371 3.2789
N -0.3683 2.1027 4.0113
C 3.5227 -3.3305 6.2979
H -1.7373 2.0798 -2.8852
H 4.0859 -5.6648 2.8060
C -0.4615 -1.0665 1.0238
H -3.5781 -3.6163 3.4195
C -1.2340 -5.0388 2.9156
H -4.1242 1.0343 -3.1582
N 0.1629 -0.6044 -5.2424
H 0.7374 -2.7049 1.6203
O -1.3494 -1.8563 0.8117
H -1.8872 3.7542 1.8284
H -3.4310 0.7529 3.9360
N -1.0233 5.4611 0.9903
N 2.5899 3.1662 -1.0388
H 0.7693 -6.5579 -4.1191
C -3.8779 -1.4384 -1.9203
H -2.3014 1.4112 0.7117
H -0.5507 -5.8916 2.9935
C 0.0597 -3.6335 -1.0045
H -5.9968 1.7777 -2.3268
H 5.2460 -2.1938 0.4964
H -0.3292 -0.6604 -3.1246
O -0.0483 4.7079 2.9153
C 3.3080 -4.9072 3.0614
H 4.9623 1.4485 -1.3256
H 3.6642 -5.3771 6.7348
N 3.8716 -3.0137 1.7330
C -2.9479 -2.0965 -2.9093
H 2.3814 -5.8943 -4.1285
H 3.0978 3.5990 -1.7775
H -1.9382 -2.2687 -2.4662
C 3.2418 -1.5684 4.5892
O 1.3500 6.8077 -4.8775
H -0.9488 6.0752 0.1427
H 4.9796 2.8056 -0.1306
H -1.2110 0.4475 -7.3751
H -0.3171 1.9151 -7.4162
H -0.9365 -3.5279 -1.3634
H 0.2022 6.2419 -2.8608
C 3.1436 -4.1453 1.8019
H 0.7826 2.3884 -1.9574
C 1.4952 -6.0552 -3.4879
O 4.7287 -3.0138 6.4060
O 0.3770 1.6437 -5.0247
H -2.2822 1.1926 -4.2892
C 2.9453 -4.5634 6.9315
C -0.0560 5.4315 1.9270
H 3.3195 -2.0172 3.6094
H 3.8246 -2.7277 -0.3658
C 4.1589 -2.2798 0.5830
H 2.6354 -0.6451 4.5162
O 2.4563 -4.5604 0.8660
N 2.6428 -2.5091 5.5997
H 1.5573 1.3228 3.6337
H 4.2075 -1.2908 4.9664
H 1.4249 2.7362 4.7546
N -0.4975 0.2420 0.5699
H -2.9935 -2.4014 -0.4013
C -0.7372 -3.8519 3.7649
H 1.3637 -0.1733 -3.5109
C -4.1425 2.8227 -2.3017
N 0.6205 -4.7632 -1.6336
H -2.0941 3.8509 0.0140
H 1.3935 -5.2749 -1.1857
H 3.7152 -1.2937 0.5288
H 0.0751 -3.7251 0.0542
N -1.6179 -2.8585 4.0133
H -2.0968 0.1097 -0.6417
C 0.1608 0.6855 -5.7098
C -2.4611 2.0769 -3.6869
O -1.0430 -0.0431 4.1804
H -2.9465 2.5450 3.7462
H 0.6152 7.5001 2.2055
C 0.6363 -4.8650 -2.9753
C 4.5496 1.8694 -0.3954
O 0.0071 -4.1149 -3.7346
H 4.3687 -2.7078 2.5583
H 2.3505 -5.3915 3.3617
C -1.2782 1.1123 3.9274
H 1.9433 -4.7819 6.6252
H -1.2554 -2.0821 4.5429
H 1.0112 1.0708 5.2541
C -5.5200 2.5809 -1.7689
H -2.8430 1.3901 2.4267
C 1.1630 3.1965 -1.2562
H 1.7519 -2.9354 5.2824
H -3.0353 4.8615 1.0519
H 0.7284 3.0665 -0.2549
H -6.0644 3.5152 -1.8443
H 4.7537 1.1620 0.4363
H 0.8242 -1.8752 -3.7371
H -5.4782 2.3431 -0.6974
H 1.4934 4.8322 -6.9613
C 2.1254 4.8279 -6.0636
C 0.5197 -0.7912 -3.8088
H -1.2885 -4.8765 1.8719
H -0.5550 3.0156 3.6479
H 0.6124 -2.7218 -1.1886
H 1.7561 -1.2462 1.5549
H 0.4703 3.8747 -4.5164
H -2.3506 2.9881 -4.2659
H -0.7339 4.6841 -2.6212
H -2.8316 -1.3636 -3.7025
H 2.3051 3.7826 -5.7288
H 3.0425 -4.2902 7.9852
O -4.7120 -0.6277 -2.3537
O 0.3635 -3.8868 4.3245
H 0.9720 4.1605 -1.6894
C 0.7373 -1.6020 1.8133
C -0.3871 5.4603 -3.3163
H -5.1357 -2.0290 0.9215
C -2.0661 4.4019 0.9279
H -3.9820 -0.7455 1.0178
H -0.1542 -1.3924 -5.7828
N -3.7864 1.9557 -3.2085
H 3.0768 5.2338 -6.3006
C 0.9807 6.5384 1.8352
H 3.6267 -4.2268 3.8972
O 2.4181 1.2944 0.2561
N -3.8563 -1.9029 -0.6918
H 1.3012 6.7008 0.7850
C 1.3358 5.5778 -5.0147
H 0.4927 0.5379 -7.8264
H -3.4230 -3.0237 -3.3258
C 0.9690 1.8327 4.3997
C -0.2501 0.8800 -7.1714
H 0.5562 -1.4183 2.8931
H 0.3984 0.7248 0.4097
C -2.9737 -2.6903 3.5577
C -1.6497 0.8933 -0.0399
O -3.4231 3.7709 -2.0128
H -2.9193 -2.1479 2.6202
H -1.3057 5.9483 -3.7437
H 1.8764 6.2950 2.4139
C -4.6732 -1.2687 0.3327
C 3.1006 2.1012 -0.3573
H -3.3974 -2.0434 4.3123
C -2.7489 1.4792 3.5030
H -1.4042 1.6615 -0.7469
N 0.5197 4.8316 -4.2656
H -5.4145 -0.5975 -0.0708
H 1.7412 -6.7024 -2.6512
```

Output
Multiplicity: 1
SMILES: CNC(C)=O.CNC(C)=O.CNC(C)=O.CNC(C)=O.CNC(C)=O.CNC(C)=O.CNC(C)=O.CNC(C)=O.CNC(C)=O.CNC(C)=O.CNC(C)=O.CNC(C)=O
Highest occupied orbital energy: -9.10 eV
Kohn-Sham gap: 9.34 eV

Mulliken atomic charge list, values in e, 2 entries: number 1, H, carries 0.408; number 2, N, carries 0.154



Version x
Entry from the OMol25 dataset: a cluster of 12 separate species, C36H84N12O12 in total (ωB97M-V/def2-TZVPD).

The geometry in XYZ format:
```
144
Properties=species:S:1:pos:R:3
H -4.8451 0.6730 1.6769
H -5.2697 -4.1848 -4.2401
N 3.5814 9.5544 -2.7615
H 2.3974 -4.9905 2.5910
H -4.6588 0.4859 -4.7611
H 5.5907 -8.5348 3.6670
H 4.4021 -6.7524 1.5568
H -5.7567 5.4600 -1.6129
H -3.5629 -4.0232 -3.9172
C -5.5817 -0.0903 -4.8261
H -4.3761 -8.6561 3.7614
N 2.0719 -2.2420 -7.4196
H -1.3900 -6.7314 5.6580
C 2.8597 8.8961 -3.6734
H 1.8343 7.6279 -11.5129
O 2.8830 9.0888 -4.9054
C 3.9931 -7.2555 3.5753
H 0.8929 -2.9703 8.2343
H 4.1525 11.6131 -2.6306
C 2.5899 -3.5166 9.3158
C 3.4003 -2.1220 -7.9928
H 3.7595 -1.1050 -7.8353
H -4.8404 2.2601 5.8643
N 2.0409 5.7371 -9.1219
H -0.1901 3.9860 7.9629
H 1.8369 -6.6597 -3.6700
C 2.0660 5.7737 -10.4445
C -0.3064 4.9615 7.4907
N -4.5671 -2.2541 -4.3086
O 4.8610 -7.2048 -2.3341
H 3.4094 9.3985 -1.7786
O -2.8599 -8.5026 5.6975
C -4.5357 -3.5761 -3.7122
H 4.0744 -2.7788 -7.4431
N -0.2350 0.8179 0.5415
H -0.7885 7.4940 10.6713
H -4.8266 -3.6121 -2.6624
H -0.4879 -0.9414 1.6419
H -2.3570 -5.5604 4.8011
H -0.7526 0.5042 2.5856
H 0.7609 1.8013 -2.2140
O 3.5446 -6.9313 4.6808
H -2.9723 -6.7790 2.1443
C -4.9849 1.2297 6.1892
C 2.6148 6.9922 -11.0946
H -6.0085 1.1963 6.5621
C -5.5351 -1.4184 -4.0104
H 5.5033 10.5722 -2.7240
H -4.3391 7.2649 1.4596
H 2.6426 6.9081 -2.8629
H -0.5502 1.7771 0.5690
C 0.8914 -2.1170 -8.0687
C -0.1798 0.0984 1.7517
C 4.5463 -8.6196 3.3668
H -6.0696 5.7841 0.1318
H 6.8464 -7.7607 -3.9093
C 0.1888 0.3350 -0.6406
H -6.2608 -0.2755 2.1396
O -4.5340 -0.8412 5.0560
C -5.2710 0.0480 2.4619
H 2.0097 -2.3230 -6.4148
C -1.4161 6.7346 8.7777
H 1.4126 3.7497 -9.1305
C -5.0176 0.3040 4.9552
H -4.3067 -5.9902 2.9242
H 2.2101 -4.9333 -3.5572
H 3.9849 -9.3345 3.9684
H 1.5145 8.0740 -2.2248
O 1.6823 4.8906 -11.2184
H 1.2724 7.4404 -3.8617
N 4.0264 -6.4548 2.4458
H 6.7514 -6.1221 -4.3897
C -1.5437 7.6960 9.9117
C 2.5771 -5.9346 -3.3317
H -6.4468 0.4373 -4.4244
C 1.9687 -2.8264 8.1339
N -3.7467 -7.8671 3.7977
H 3.4681 -5.6688 10.9772
C 4.9000 -6.7640 -3.4408
O -2.1708 5.2360 0.5828
O -0.1118 -2.0647 -7.4186
H -1.3753 8.7532 9.7068
H -1.1709 4.9509 6.8268
H 3.3489 -4.8924 8.1520
H 3.0527 7.6173 -10.3164
C 3.9744 -5.3802 10.0560
H -3.0235 6.5284 2.4427
N -4.0688 5.4205 -0.4629
C -3.3458 5.6414 0.6151
H 2.2453 -3.3139 7.1990
C 2.0214 7.7607 -3.1375
H -3.5498 4.9708 -1.2035
N -5.3772 0.7497 3.7265
H 2.6399 -6.0055 -2.2459
H 4.8346 -4.7970 10.3848
C 4.4869 10.6880 -3.1002
H 4.3981 -6.2872 9.6249
C -3.8981 6.3361 1.8214
H 1.0265 -0.9718 -9.7999
C -1.9214 -6.5565 4.7225
H 0.8768 0.0807 2.0187
N 3.2191 -4.6109 9.1133
H -0.3166 0.5123 -2.6948
C -0.0766 1.1909 -1.8762
H 2.4758 6.4434 -8.5456
H 0.5318 5.0895 6.8058
H -5.3114 7.0456 -0.8856
O 2.5373 -2.9784 10.4202
H -5.7711 1.6794 3.7010
N 3.8337 -6.1634 -3.9801
H 2.2494 -1.7778 8.2323
H 0.7291 4.7301 -7.8161
H 4.5697 -8.9621 2.3323
C 6.1405 -7.0184 -4.2820
H -5.6992 -0.3645 -5.8745
H -0.2095 -2.2358 -9.9190
C 1.6234 4.5393 -8.4092
C 3.4673 -5.1425 2.4484
H 3.9574 -5.9598 -4.9616
H -0.8274 1.9306 -1.5984
C 0.8093 -2.0204 -9.5968
C -5.4110 5.9735 -0.7158
H -4.6152 -0.8179 2.5525
H 1.4954 -2.6379 -10.1765
C -2.8948 -7.7239 4.7783
O -2.3500 6.6842 8.0035
H 0.3933 5.9440 9.3409
H -4.1748 0.9352 6.8563
H 2.3705 4.2381 -7.6749
N -0.3523 5.9271 8.6598
H 3.8307 -4.6548 1.5438
H -3.8856 -2.0075 -5.0121
H -4.6378 -7.5736 2.1277
H 3.4270 -2.3731 -9.0531
H 5.8552 -7.3611 -5.2766
H -1.2928 -6.5883 3.8326
H -4.5926 5.8030 2.4707
H 4.4266 10.8800 -4.1715
C -3.9078 -6.9721 2.6693
H -2.5236 7.6374 10.3856
O -6.4781 -1.6245 -3.2556
H 3.3656 6.8062 -11.8626
H 3.8479 -4.5009 3.2431
O 0.6361 -0.8242 -0.6889
```

Output
Multiplicity: 1
SMILES: CNC(C)=O.CNC(C)=O.CNC(C)=O.CNC(C)=O.CNC(C)=O.CNC(C)=O.CNC(C)=O.CNC(C)=O.CNC(C)=O.CNC(C)=O.CNC(C)=O.CNC(C)=O
Highest occupied orbital energy: -9.02 eV
Kohn-Sham gap: 8.99 eV

Mulliken atomic charge list, values in e, 2 entries: number 1, H, carries 0.280; number 2, H, carries 0.295



The computed energies, referenced to the most stable structure and given in kcal/mol, are version w 0.0; version x 85.3.